Record 1
This record from the Open Molecules 2025 dataset describes a cluster of 2 separate species, C2H5OPS in total. The level of theory is ωB97M-V with the def2-TZVPD basis set.

```
! RIJCOSX wB97M-V def2-TZVPD def2/J DEFGRID3
* xyz 0 1
S -1.95 -0.52 -0.71
P 2.98 -0.30 0.12
O 2.76 0.94 -0.91
C 1.58 -1.19 -0.02
C -2.11 0.65 0.38
H 0.76 -0.93 -0.66
H -1.25 1.16 0.79
H 1.49 -2.09 0.56
H -3.09 0.95 0.74
H 1.93 0.93 -1.39
*
```

Results
SMILES string: C=PO.C=S
HOMO-LUMO gap in eV: 8.404
Relative energy (zero: lowest compared OMol25 entry of this formula, charge and spin) in kJ/mol: 134.77
HOMO level in eV: -9.0



Record 2
This record from the Open Molecules 2025 dataset describes a cluster of 2 separate species, C2H5OS in total. The level of theory is ωB97M-V with the def2-TZVPD basis set.

```
! RIJCOSX wB97M-V def2-TZVPD def2/J DEFGRID3
* xyz -1 1
S 1.92 2.21 -0.72
O 0.58 -0.59 -0.84
C -0.30 -0.33 0.11
C -1.19 -1.25 0.49
H 1.07 2.49 0.29
H 1.08 0.17 -1.24
H -1.25 -2.15 -0.12
H -1.91 -1.07 1.27
H -0.01 0.51 0.75
*
```

Results
HOMO-LUMO gap in eV: 7.261
Relative energy (zero: lowest compared OMol25 entry of this formula, charge and spin) in kJ/mol: 34.57
HOMO level in eV: -3.1



Record 3
This record from the Open Molecules 2025 dataset describes a cluster of 2 separate species, C2H5OS in total. The level of theory is ωB97M-V with the def2-TZVPD basis set.

```
! RIJCOSX wB97M-V def2-TZVPD def2/J DEFGRID3
* xyz -1 1
S 2.48 -0.94 -0.19
O -1.65 -1.43 -0.04
C -0.75 0.74 0.42
C -0.71 -0.58 -0.25
H -0.76 1.55 -0.29
H -1.52 0.73 1.20
H 2.78 0.14 -0.78
H 0.19 0.65 1.02
H -0.07 -0.86 -1.10
*
```

Results
HOMO-LUMO gap in eV: 6.958
Relative energy (zero: lowest compared OMol25 entry of this formula, charge and spin) in kJ/mol: 62.40
HOMO level in eV: -2.8



Record 4
This record from the Open Molecules 2025 dataset describes a structure of composition C2H5PS. The level of theory is ωB97M-V with the def2-TZVPD basis set.

```
! RIJCOSX wB97M-V def2-TZVPD def2/J DEFGRID3
* xyz 0 1
S -0.25 0.03 -0.51
P -2.47 1.20 -1.41
C 1.97 -0.29 1.20
C 0.68 -0.55 0.98
H 2.43 0.23 0.42
H 2.55 -0.70 2.07
H -0.07 -1.06 1.50
H -3.31 0.01 -1.77
H -1.53 1.12 -2.47
*
```

Results
HOMO-LUMO gap (alpha / beta) in eV: 6.600 / 6.596
Relative energy (zero: lowest compared OMol25 entry of this formula, charge and spin) in kJ/mol: 242.12
HOMO level (alpha / beta) in eV: -8.4 / -8.4



Record 5
This record from the Open Molecules 2025 dataset describes an isolated molecule of C2H5PS. The level of theory is ωB97M-V with the def2-TZVPD basis set.

```
! RIJCOSX wB97M-V def2-TZVPD def2/J DEFGRID3
* xyz 0 1
S -1.93 -0.47 -0.47
P 1.02 -1.23 -0.68
C -0.41 -0.25 0.03
C -0.01 0.93 0.85
H -0.20 0.44 1.91
H 1.10 -0.35 -1.74
H 0.13 -2.08 -1.33
H -0.73 1.84 0.63
H 1.04 1.16 0.81
*
```

Results
SMILES string: CC(P)=S
HOMO-LUMO gap in eV: 8.120
Relative energy (zero: lowest compared OMol25 entry of this formula, charge and spin) in kJ/mol: 51.96
HOMO level in eV: -8.4



Record 6
This record from the Open Molecules 2025 dataset describes a cluster of 2 separate species, C2H5PS in total. The level of theory is ωB97M-V with the def2-TZVPD basis set.

```
! RIJCOSX wB97M-V def2-TZVPD def2/J DEFGRID3
* xyz 0 1
S 2.37 1.03 1.70
P 1.81 0.00 0.17
C -2.59 0.03 -0.58
C -1.86 -0.15 0.34
H 0.64 -0.71 0.08
H -1.20 -0.30 1.14
H -2.91 0.34 -1.59
H 2.50 -1.04 -0.39
H 1.24 0.78 -0.88
*
```

Results
SMILES string: [PH3]=S.C#C
HOMO-LUMO gap in eV: 9.919
Relative energy (zero: lowest compared OMol25 entry of this formula, charge and spin) in kJ/mol: 209.53
HOMO level in eV: -9.2



Record 7
This record from the Open Molecules 2025 dataset describes a cluster of 2 separate species, C2H5S in total. The level of theory is ωB97M-V with the def2-TZVPD basis set.

```
! RIJCOSX wB97M-V def2-TZVPD def2/J DEFGRID3
* xyz -1 1
S 2.67 -1.54 2.13
C -0.63 0.80 -0.17
C -0.93 0.55 -1.46
H -0.41 -0.27 -2.00
H 2.25 -2.77 2.58
H -1.78 1.00 -2.02
H 0.04 0.45 0.69
H -1.20 1.78 0.25
*
```

Results
HOMO-LUMO gap in eV: 6.180
Relative energy (zero: lowest compared OMol25 entry of this formula, charge and spin) in kJ/mol: 124.09
HOMO level in eV: -2.4



Record 8
This record from the Open Molecules 2025 dataset describes a structure of composition C2H6BCa2F6O. The level of theory is ωB97M-V with the def2-TZVPD basis set.

```
! RIJCOSX wB97M-V def2-TZVPD def2/J DEFGRID3
* xyz 1 1
Ca -0.34 5.26 3.22
Ca 0.44 0.11 7.33
F 0.08 5.10 -1.28
F -0.12 4.34 7.25
F -0.54 0.95 3.24
F -0.80 6.96 -1.13
F 0.59 6.54 -2.77
F -1.47 5.73 -2.81
O 0.47 -3.91 0.02
C -0.20 -4.23 -1.11
C 0.71 -5.26 -1.79
B -0.42 6.07 -2.05
H -0.38 -3.45 -1.84
H 0.29 -5.68 -2.70
H 0.14 -3.06 0.33
H 1.69 -4.85 -2.03
H 1.04 -5.98 -1.04
H -1.16 -4.65 -0.83
*
```

Results
HOMO-LUMO gap in eV: 3.203
Relative energy (zero: lowest compared OMol25 entry of this formula, charge and spin) in kJ/mol: 753.17
HOMO level in eV: -11.5